{
  "formula": "C56H166N17O18P",
  "method": "the ωB97M-V functional and the def2-TZVPD basis",
  "homo_ev": -8.5,
  "energy_ha": -4859.540959,
  "homo_lumo_gap_ev": 9.05,
  "species": ["N", "H", "H", "H", "H", "N", "H", "H", "H", "H", "N", "H", "H", "H", "H", "P", "O", "O", "O", "O", "C", "C", "C", "O", "C", "N", "H", "H", "H", "H", "H", "H", "H", "H", "H", "H", "H", "C", "C", "C", "O", "C", "N", "H", "H", "H", "H", "H", "H", "H", "H", "H", "H", "H", "C", "C", "C", "O", "C", "N", "H", "H", "H", "H", "H", "H", "H", "H", "H", "H", "H", "C", "C", "C", "O", "C", "N", "H", "H", "H", "H", "H", "H", "H", "H", "H", "H", "H", "C", "C", "C", "O", "C", "N", "H", "H", "H", "H", "H", "H", "H", "H", "H", "H", "H", "C", "C", "C", "O", "C", "N", "H", "H", "H", "H", "H", "H", "H", "H", "H", "H", "H", "C", "C", "C", "O", "C", "N", "H", "H", "H", "H", "H", "H", "H", "H", "H", "H", "H", "C", "C", "C", "O", "C", "N", "H", "H", "H", "H", "H", "H", "H", "H", "H", "H", "H", "C", "C", "C", "O", "C", "N", "H", "H", "H", "H", "H", "H", "H", "H", "H", "H", "H", "C", "C", "C", "O", "C", "N", "H", "H", "H", "H", "H", "H", "H", "H", "H", "H", "H", "C", "C", "C", "O", "C", "N", "H", "H", "H", "H", "H", "H", "H", "H", "H", "H", "H", "C", "C", "C", "O", "C", "N", "H", "H", "H", "H", "H", "H", "H", "H", "H", "H", "H", "C", "C", "C", "O", "C", "N", "H", "H", "H", "H", "H", "H", "H", "H", "H", "H", "H", "C", "C", "C", "O", "C", "N", "H", "H", "H", "H", "H", "H", "H", "H", "H", "H", "H"],
  "xyz": [[-29.59196, -12.00711, 5.36114], [-30.32644, -11.40725, 5.69295], [-29.49823, -11.72516, 3.67872], [-29.69836, -13.02247, 5.65254], [-28.74397, -11.62059, 5.80385], [-26.01368, -8.37658, 1.06251], [-26.23625, -8.92263, 0.26271], [-26.97634, -8.86302, 2.01025], [-26.13383, -7.40107, 0.78820], [-25.05405, -8.52235, 1.42627], [-27.18767, -13.82871, 0.19130], [-27.04805, -12.21170, 0.96816], [-27.45082, -14.30127, 1.02762], [-26.30933, -14.16717, -0.18834], [-27.99103, -13.86475, -0.39601], [-27.51679, -10.88103, 2.80945], [-27.07147, -11.21883, 1.29178], [-28.99546, -11.67393, 2.83078], [-27.79718, -9.39083, 2.66648], [-26.73067, -11.24569, 3.99997], [-26.69147, -11.01261, 7.31207], [-26.93426, -9.52570, 6.91019], [-25.76866, -8.86292, 6.35007], [-24.50403, -8.96692, 6.97616], [-24.41979, -8.48799, 8.30238], [-28.04018, -9.34912, 6.02106], [-27.68412, -11.40870, 7.64804], [-26.03247, -11.17344, 8.21855], [-26.41703, -11.60051, 6.45757], [-27.06665, -9.02311, 7.87941], [-25.98429, -7.76960, 6.09132], [-25.66452, -9.26422, 5.36562], [-23.40785, -8.37080, 8.66742], [-25.02070, -9.10271, 8.98473], [-24.74362, -7.40526, 8.40760], [-28.18082, -8.34427, 6.00453], [-27.72020, -9.67746, 5.07968], [-32.10596, -9.67536, 8.67455], [-32.40107, -11.07615, 8.16394], [-33.50345, -11.74462, 8.87188], [-33.26218, -12.00634, 10.19870], [-34.40894, -12.29420, 10.91411], [-32.61643, -11.09071, 6.76160], [-31.28721, -9.21857, 8.12904], [-31.97228, -9.58191, 9.74449], [-32.97919, -9.04182, 8.47259], [-31.49344, -11.63394, 8.39756], [-33.53863, -12.76040, 8.41930], [-34.46900, -11.30165, 8.71566], [-34.98544, -11.33403, 10.90823], [-34.13417, -12.56734, 11.93221], [-35.08685, -13.04034, 10.49165], [-33.14221, -10.32167, 6.33736], [-32.94256, -11.97550, 6.37554], [-30.88626, -8.60223, 4.79436], [-31.48970, -8.89528, 3.40101], [-32.78976, -8.13189, 3.17706], [-33.73462, -8.41271, 4.22313], [-33.99617, -7.39673, 5.16140], [-30.58013, -8.48527, 2.35239], [-30.42674, -7.65054, 4.80372], [-30.11118, -9.29464, 5.06914], [-31.76156, -8.67600, 5.42397], [-31.59243, -9.99128, 3.31876], [-33.30868, -8.32259, 2.22118], [-32.54533, -7.03618, 3.13873], [-34.78674, -7.82870, 5.80556], [-34.33248, -6.48450, 4.65104], [-33.12538, -7.19204, 5.81015], [-29.65857, -8.82790, 2.62310], [-30.80569, -8.89396, 1.46851], [-26.79390, -16.51747, 3.41154], [-27.93093, -15.79203, 4.12829], [-27.61222, -15.50801, 5.53503], [-28.82098, -15.07404, 6.11047], [-28.83399, -14.87232, 7.47568], [-28.15585, -14.50130, 3.43539], [-26.87558, -17.54733, 3.50022], [-25.81205, -16.24313, 3.86027], [-26.72723, -16.08201, 2.46420], [-28.80541, -16.38213, 3.96159], [-26.76659, -14.73889, 5.53244], [-27.34635, -16.47528, 6.09861], [-29.27000, -15.80856, 7.96549], [-29.50633, -14.02221, 7.60564], [-27.87711, -14.57794, 7.90844], [-28.98084, -14.00792, 3.69084], [-27.32680, -13.89188, 3.49594], [-30.54426, -11.92090, -1.81857], [-30.63907, -11.70244, -0.34236], [-32.06843, -11.28464, -0.05167], [-32.16187, -9.89724, -0.09812], [-33.44602, -9.36031, -0.11407], [-30.23558, -12.95495, 0.34938], [-30.90134, -10.95140, -2.23794], [-31.12047, -12.77869, -2.17354], [-29.47791, -12.11964, -2.03333], [-29.99169, -10.85589, -0.03881], [-32.35291, -11.68550, 0.91590], [-32.75508, -11.71378, -0.82144], [-33.95532, -9.76157, -0.92294], [-33.53513, -8.25215, -0.19299], [-34.04494, -9.65300, 0.76642], [-31.03628, -13.43678, 0.75550], [-29.61443, -12.74441, 1.15368], [-21.76621, -8.96266, 0.32189], [-22.00173, -8.45939, 1.73144], [-22.11505, -6.88384, 1.81183], [-20.92240, -6.18352, 1.37399], [-20.96980, -4.92079, 2.03970], [-23.33358, -8.96383, 2.37217], [-22.28644, -8.45399, -0.47083], [-21.98541, -9.99094, 0.35813], [-20.69093, -8.82912, 0.15397], [-21.18851, -8.72354, 2.40744], [-22.26192, -6.67695, 2.85741], [-22.95901, -6.62077, 1.15741], [-20.75608, -4.89183, 3.11618], [-21.92028, -4.43984, 1.90001], [-20.22887, -4.31898, 1.62819], [-23.39669, -8.68618, 3.33128], [-23.42316, -9.99139, 2.22996], [-23.46806, -18.05431, 0.76356], [-23.32222, -16.75601, -0.09947], [-22.21734, -16.85731, -1.10313], [-22.03378, -15.56898, -1.78476], [-20.79459, -15.47869, -2.50015], [-24.61015, -16.44494, -0.72061], [-23.63442, -18.95897, 0.13560], [-24.38191, -18.07462, 1.37865], [-22.57673, -18.29113, 1.38415], [-23.05108, -15.93778, 0.50680], [-22.36831, -17.69311, -1.79821], [-21.26583, -17.04259, -0.55534], [-19.92915, -15.36341, -1.84426], [-20.87426, -14.58544, -3.16011], [-20.51181, -16.31137, -3.13295], [-24.48400, -15.70177, -1.37778], [-24.94356, -17.29748, -1.20908], [-28.53581, -5.74748, 3.63838], [-27.93837, -5.24298, 4.92117], [-27.92309, -3.72934, 4.90711], [-27.03793, -3.26821, 3.92110], [-26.81723, -1.86290, 3.97073], [-28.55403, -5.88464, 6.09278], [-28.22890, -6.75251, 3.38522], [-28.17866, -5.08230, 2.89830], [-29.65188, -5.75602, 3.77826], [-26.83167, -5.58797, 4.92893], [-27.63177, -3.35687, 5.87426], [-28.89360, -3.34257, 4.66918], [-26.08627, -1.61809, 3.18205], [-26.50999, -1.55122, 4.97916], [-27.73230, -1.38497, 3.71651], [-28.44285, -5.38090, 6.96196], [-29.54675, -5.97560, 5.87808], [-26.13526, -1.95881, -0.30248], [-25.88747, -3.39417, 0.02804], [-25.42464, -4.14793, -1.20510], [-25.42056, -5.53283, -0.86558], [-24.87819, -6.27771, -1.96410], [-24.97147, -3.59632, 1.25422], [-26.83274, -1.91963, -1.18065], [-25.19265, -1.47876, -0.61230], [-26.64203, -1.37668, 0.46634], [-26.87681, -3.77381, 0.32847], [-24.47137, -3.74630, -1.61617], [-26.13654, -4.08503, -2.08450], [-25.39929, -6.11657, -2.87326], [-25.00742, -7.37029, -1.65150], [-23.87402, -5.99773, -2.12120], [-24.64532, -4.61054, 1.27697], [-25.57697, -3.56157, 2.12499], [-29.67894, -7.28689, -2.69880], [-29.92117, -6.28213, -1.56037], [-31.44199, -6.14107, -1.11599], [-32.01380, -5.10805, -1.83031], [-33.41742, -5.11105, -2.01257], [-29.13480, -6.60885, -0.33915], [-28.65625, -7.06830, -3.10730], [-30.36734, -7.09888, -3.48792], [-29.80519, -8.34333, -2.30999], [-29.67276, -5.30544, -1.93674], [-31.43599, -6.07571, 0.05076], [-31.91285, -7.14712, -1.21552], [-33.76013, -6.13730, -1.74093], [-33.68358, -4.90250, -3.07997], [-33.87370, -4.33185, -1.35945], [-29.57742, -7.42853, 0.10960], [-28.16701, -6.76866, -0.61340], [-26.16649, -11.35296, -4.00813], [-26.28126, -11.31349, -2.44664], [-24.91634, -11.25312, -1.76141], [-24.09043, -12.32813, -2.07577], [-22.76478, -12.16364, -1.63297], [-26.91410, -10.14010, -1.96176], [-25.70266, -10.46473, -4.35472], [-27.11574, -11.47944, -4.46812], [-25.58234, -12.26983, -4.29091], [-26.72127, -12.32634, -2.20441], [-25.04547, -11.14707, -0.66981], [-24.28041, -10.36045, -2.17339], [-22.50824, -11.10615, -1.60613], [-22.14444, -12.57554, -2.44329], [-22.60334, -12.71402, -0.70247], [-27.18035, -10.14532, -1.00004], [-27.73449, -9.73339, -2.40866], [-23.05488, -14.07154, 2.67460], [-23.64590, -12.82087, 3.26682], [-22.75164, -12.04737, 4.26445], [-22.36137, -12.83325, 5.35562], [-23.45139, -13.03326, 6.28320], [-24.00983, -11.81519, 2.22047], [-23.64394, -14.48948, 1.90775], [-22.91123, -14.87889, 3.45535], [-22.11188, -13.75508, 2.21939], [-24.52783, -13.15688, 3.77742], [-23.24218, -11.03830, 4.51439], [-21.79462, -11.76488, 3.77413], [-24.46805, -13.16692, 5.86293], [-23.68449, -12.17898, 6.99480], [-23.17129, -13.91514, 6.89791], [-24.31225, -12.36159, 1.40197], [-24.85445, -11.40148, 2.56938], [-22.80665, -5.55151, 6.84366], [-23.87575, -5.48703, 5.74443], [-23.59991, -4.25124, 4.89003], [-23.74629, -3.06448, 5.64684], [-23.16424, -2.03366, 4.89227], [-23.70326, -6.64685, 4.87207], [-21.83923, -5.37180, 6.33441], [-22.73614, -6.53273, 7.34804], [-22.96851, -4.74468, 7.57478], [-24.87566, -5.45413, 6.21515], [-24.30982, -4.26453, 4.03917], [-22.54581, -4.38346, 4.55177], [-23.45065, -1.05473, 5.33044], [-23.32075, -2.00234, 3.80424], [-22.08900, -2.10252, 4.95927], [-24.36464, -6.74594, 4.09514], [-23.84258, -7.48085, 5.43447], [-30.75635, -18.57572, 0.75009], [-30.63051, -17.16147, 1.26328], [-31.47073, -17.02562, 2.49708], [-31.29764, -15.78318, 3.00173], [-31.79799, -15.66663, 4.33547], [-29.23155, -16.85691, 1.68864], [-31.78929, -18.75037, 0.41797], [-30.51841, -19.34500, 1.46441], [-30.21519, -18.78817, -0.18933], [-30.95905, -16.48116, 0.48655], [-31.08415, -17.85546, 3.17963], [-32.51185, -17.29426, 2.30899], [-32.83639, -15.87421, 4.45995], [-31.76003, -14.63057, 4.57140], [-31.22706, -16.22587, 5.07725], [-29.05675, -15.98629, 2.11776], [-28.69441, -16.78634, 0.76583]],
  "atomic_forces_ev_per_a": [[0.54, -1.30, 0.64], [-0.77, -0.17, 0.48], [0.71, -0.05, 0.88], [0.03, 1.83, -0.33], [-0.45, -0.44, -0.48], [-0.66, 0.77, 1.34], [0.30, -0.67, -0.79], [-0.30, 0.00, -0.01], [0.09, -0.06, 0.20], [-0.05, -0.12, -0.27], [0.86, 1.23, 0.56], [-0.19, 1.00, 0.28], [0.01, -0.67, 0.83], [-0.47, -0.30, -0.14], [-0.38, -0.02, -0.84], [-3.54, -2.08, -1.39], [0.47, -1.43, 0.77], [2.06, 1.40, -1.45], [0.88, 1.65, -0.33], [0.98, -0.52, -0.23], [-1.16, 0.25, 1.19], [0.36, -1.29, 3.01], [1.51, 2.23, -1.69], [0.57, -0.12, 0.38], [-1.11, 1.56, 0.28], [0.00, -0.35, -0.59], [0.61, 0.31, -0.22], [-0.32, 0.39, -1.32], [0.56, -0.37, -0.38], [-0.95, 0.04, -0.10], [-0.03, -0.90, 0.87], [0.68, -0.64, -0.87], [0.50, -0.88, -0.34], [0.23, 0.12, 0.02], [-0.36, -0.99, -0.39], [-0.42, 0.15, -0.51], [-0.47, 0.64, 1.00], [-1.04, 0.76, -0.61], [1.36, 0.97, 1.00], [-0.53, -2.59, -0.63], [1.36, 0.02, 1.08], [-1.11, 1.54, 0.48], [-0.04, 0.18, -1.92], [0.33, -0.08, 0.05], [0.33, -0.44, 0.19], [-0.08, 0.05, -0.13], [0.16, -0.39, -0.12], [-0.49, 0.28, -0.40], [-0.63, 0.74, -0.13], [-0.11, -0.68, 0.52], [-0.04, 0.02, -0.09], [0.34, -0.37, -0.27], [0.19, -0.34, 0.51], [0.06, 0.33, 0.31], [-1.31, -0.86, -1.39], [0.48, -0.27, -0.36], [-0.42, 0.89, 0.61], [0.10, -0.32, -0.41], [-0.13, -0.47, 0.23], [1.04, 0.66, 0.53], [0.17, 1.29, 0.06], [0.00, -0.48, 0.13], [0.36, 0.04, 0.82], [-0.75, 0.12, 0.29], [0.51, -0.31, 0.40], [-0.06, -0.73, 0.25], [0.21, 0.57, -0.29], [-0.01, -0.02, 0.31], [-0.20, 0.17, -0.29], [-0.10, 0.25, -0.45], [-0.33, -0.47, -0.49], [1.22, 2.23, 2.15], [0.95, 1.12, -1.61], [0.39, -1.49, 1.68], [0.27, 0.70, -1.01], [-1.09, -0.62, 1.05], [1.16, -0.70, -0.96], [-0.26, -1.93, -0.43], [-0.41, -0.08, 0.10], [-0.06, -0.23, -1.91], [-0.72, -0.32, 0.55], [-0.96, -0.84, 0.54], [0.30, 1.25, -0.71], [0.71, 1.24, -0.15], [-0.17, -0.14, 0.59], [0.19, -0.26, -0.05], [-0.40, 0.37, 0.43], [-0.74, -0.22, 0.21], [1.08, 0.94, -0.54], [-0.10, -0.82, 0.63], [-0.71, -0.66, -0.15], [0.98, 1.62, 0.23], [-0.71, 0.46, 1.46], [0.48, 0.44, 0.70], [0.37, -0.81, -0.51], [-0.14, 0.21, 0.15], [-0.45, 0.28, -0.42], [-0.13, -0.52, -0.02], [-0.34, 0.11, 0.49], [0.27, 0.05, 0.43], [-1.23, -0.75, -1.93], [0.89, -0.77, 0.12], [0.32, 0.02, 0.03], [0.10, 0.08, -0.17], [-0.67, 0.00, -0.59], [1.10, 0.70, 1.19], [-1.80, 1.75, 1.29], [0.86, -1.80, -0.89], [-1.06, -0.14, 1.23], [-0.13, -0.62, 0.18], [1.32, 0.19, -2.53], [-0.55, 0.24, -0.11], [-0.24, -1.47, -0.50], [-0.18, -0.14, -0.26], [0.23, -0.30, -0.22], [-0.49, 0.40, 0.35], [-0.05, 0.32, 0.32], [-0.13, -0.85, 0.06], [-0.67, 0.28, -0.19], [1.34, 1.10, -1.06], [0.26, -0.12, 0.56], [0.30, 0.83, 0.48], [0.10, -0.49, -0.48], [-0.93, -1.44, -0.14], [1.93, 0.60, -0.16], [0.14, -1.48, -0.04], [-0.31, 1.01, -0.09], [-0.40, -1.23, 0.37], [0.35, 0.60, -0.10], [0.46, 0.63, 0.03], [-0.57, 0.41, -0.32], [0.17, 0.98, 1.06], [-0.07, 0.26, -0.24], [-0.37, -0.15, -0.23], [-0.13, 0.25, 0.39], [0.06, -0.56, 0.56], [-0.63, -0.60, -0.22], [0.03, 0.34, -0.63], [0.19, 0.97, 0.23], [-1.19, -0.64, 1.16], [2.53, -1.11, 0.49], [0.22, -0.15, 0.07], [0.94, -0.02, -0.26], [0.42, -0.84, -0.12], [-0.53, 0.07, -0.84], [0.00, -0.34, 0.03], [-0.18, 0.57, -1.22], [0.85, 0.22, -0.72], [-1.36, 0.74, -0.01], [0.25, 0.30, 0.68], [-1.07, 0.24, 0.03], [-0.07, -0.08, 0.60], [0.23, 0.00, -0.30], [-0.95, 0.77, -0.15], [0.06, 0.16, -0.03], [0.11, 0.03, 0.49], [0.02, 0.87, -1.31], [-0.54, -0.74, 1.70], [-0.86, -0.34, -0.43], [0.85, 0.13, -0.86], [-1.10, -1.99, 2.30], [-0.77, -1.26, -0.03], [0.59, -0.04, 0.59], [-0.34, 0.13, 0.25], [0.31, -0.13, 0.27], [0.17, -0.41, -0.36], [-0.02, -0.53, 0.58], [0.32, 0.55, 1.01], [-0.90, 0.26, -0.93], [0.50, 1.38, -0.69], [1.47, 0.05, -0.09], [-0.54, 1.65, -0.39], [0.74, 0.13, -1.43], [0.80, -0.15, 1.03], [-1.08, -0.67, 1.14], [1.79, -1.87, 1.96], [-0.15, 0.53, -0.62], [-0.19, -0.51, 0.27], [-0.69, 0.23, -0.67], [-0.72, -0.69, 0.37], [-0.69, -0.02, -0.80], [0.30, 1.06, -0.57], [0.39, 0.56, 0.09], [-0.10, 0.80, -1.72], [-0.18, 0.56, -0.73], [-0.34, 0.80, -0.21], [0.38, -0.13, 0.86], [0.09, -0.64, -0.38], [0.80, 0.51, -0.20], [-0.21, -0.35, 0.29], [0.85, -1.47, 1.66], [0.77, -1.65, -1.12], [1.61, 1.56, -1.02], [-0.47, -1.17, -0.04], [0.14, -0.50, -1.11], [-1.40, 1.76, -0.01], [0.57, 0.83, -0.51], [-1.04, 0.10, -0.28], [-0.26, 1.01, 0.27], [-0.08, 0.98, 0.29], [-0.02, 0.10, -0.14], [-1.69, -0.64, 0.89], [0.05, 0.14, 0.52], [0.06, -0.21, 0.50], [0.23, 0.34, 0.07], [0.11, -0.64, 0.81], [0.38, -0.66, -0.61], [1.72, 0.12, 1.42], [-0.02, 0.96, 0.04], [0.33, 0.76, -0.99], [-1.68, 0.19, 1.22], [-0.15, 0.15, 1.22], [0.15, -1.73, -0.30], [-1.07, -0.38, -0.92], [0.13, 1.04, -0.83], [0.30, -0.55, 0.04], [-0.79, 0.17, 0.47], [0.37, -1.45, 0.13], [-0.55, -0.20, -0.04], [0.72, -0.40, -0.51], [1.04, -0.45, -0.79], [-0.30, 0.53, -0.43], [0.12, 0.49, 0.24], [-0.56, 0.44, 0.08], [0.34, 0.09, -0.23], [0.18, 0.01, 0.23], [-0.35, -0.97, 0.33], [-0.20, -0.26, -1.04], [0.41, 1.61, 0.43], [-0.12, -0.64, -0.11], [-0.28, -0.14, 0.43], [-0.23, 0.49, -0.24], [0.08, -0.37, -0.17], [0.12, 0.20, -0.21], [0.42, 0.24, 0.07], [-0.62, 0.30, -0.13], [0.00, -0.60, -0.27], [-0.83, -0.41, 0.20], [0.70, -0.03, 0.25], [0.04, 0.59, 0.40], [0.21, -0.10, 0.06], [-0.54, -0.30, -1.53], [1.10, 0.17, 0.63], [0.39, -2.79, -0.10], [-0.51, 1.47, 1.86], [0.66, 0.47, -0.38], [0.55, -1.99, -3.63], [-0.06, 0.09, 0.33], [0.30, -0.12, 0.45], [0.31, 0.33, 0.53], [-0.28, 0.37, -0.21], [-0.30, 0.98, -0.25], [-0.36, 0.23, -0.12], [-1.01, -0.81, -0.41], [0.51, 1.00, 0.31], [0.22, -0.17, -0.20], [-0.58, 1.43, 0.43], [-0.61, -0.30, 1.78]],
  "lowdin_charge": [0.081, 0.002, -0.004, 0.049, 0.011, 0.137, 0.014, 0.077, 0.059, 0.038, 0.088, 0.054, -0.014, 0.029, 0.009, 0.292, -0.202, -0.213, -0.250, -0.273, -0.041, -0.465, -0.251, -0.189, -0.117, 0.064, 0.073, 0.091, 0.038, 0.138, 0.134, 0.105, 0.077, 0.081, 0.103, 0.052, 0.050, -0.037, -0.477, -0.267, -0.170, -0.127, 0.055, 0.072, 0.078, 0.079, 0.137, 0.136, 0.124, 0.101, 0.090, 0.087, 0.080, 0.085, -0.027, -0.405, -0.168, -0.221, -0.126, 0.068, 0.037, 0.033, 0.042, 0.135, 0.095, 0.135, 0.094, 0.088, 0.076, 0.030, 0.036, -0.049, -0.432, -0.210, -0.235, -0.125, 0.070, 0.060, 0.088, 0.036, 0.105, 0.146, 0.157, 0.113, 0.068, 0.088, 0.040, 0.077, -0.079, -0.426, -0.220, -0.199, -0.122, 0.058, 0.088, 0.082, 0.067, 0.141, 0.122, 0.136, 0.061, 0.087, 0.095, 0.067, 0.040, -0.051, -0.336, -0.192, -0.162, -0.118, 0.038, 0.071, 0.038, 0.091, 0.129, 0.076, 0.116, 0.085, 0.069, 0.062, 0.034, 0.024, -0.048, -0.444, -0.189, -0.204, -0.115, 0.050, 0.078, 0.067, 0.083, 0.089, 0.129, 0.132, 0.082, 0.087, 0.076, 0.053, 0.091, -0.046, -0.437, -0.217, -0.221, -0.082, 0.058, 0.062, 0.060, 0.096, 0.140, 0.119, 0.125, 0.085, 0.095, 0.074, 0.073, 0.058, -0.087, -0.427, -0.217, -0.232, -0.092, 0.049, 0.093, 0.084, 0.068, 0.132, 0.138, 0.140, 0.067, 0.100, 0.070, 0.065, 0.045, -0.066, -0.397, -0.229, -0.187, -0.090, 0.043, 0.083, 0.056, 0.080, 0.118, 0.143, 0.097, 0.080, 0.094, 0.092, 0.056, 0.046, -0.035, -0.438, -0.237, -0.201, -0.094, 0.056, 0.060, 0.054, 0.094, 0.130, 0.109, 0.149, 0.064, 0.084, 0.086, 0.032, 0.073, -0.050, -0.417, -0.214, -0.173, -0.095, 0.051, 0.034, 0.111, 0.089, 0.097, 0.138, 0.132, 0.063, 0.091, 0.093, 0.070, 0.020, -0.045, -0.430, -0.224, -0.167, -0.134, 0.053, 0.088, 0.062, 0.086, 0.125, 0.116, 0.111, 0.097, 0.087, 0.077, 0.078, 0.044, -0.078, -0.428, -0.291, -0.164, -0.075, 0.065, 0.080, 0.072, 0.081, 0.130, 0.150, 0.129, 0.077, 0.070, 0.091, -0.009, 0.112]
}